[1]
Entry from the OMol25 dataset: a cluster of 2 separate species, C3H3N3O in total in a non-equilibrium geometry (the ωB97M-V functional and the def2-TZVPD basis).

Values from the calculation:
Kohn-Sham gap ... 0.323 Ha
LUMO ... 0.62 eV
ΔE to the lowest compared entry with this formula, charge and spin ... 104.2 kcal/mol
E_HOMO ... -8.2 eV

Last column: Löwdin charge in e.
Geometry (Å):
N (-2.0672, -0.3153, -0.9184)  0.151
C (-0.8492, -0.1785, -0.8765)  -0.186
N (1.2071, -0.8347, 0.2247)  -0.231
N (2.0074, -1.6819, -0.1048)  0.058
O (-0.4443, 2.4691, 2.0837)  0.061
C (0.0786, 1.4650, 2.0186)  0.030
C (0.4387, 0.0092, -0.7272)  -0.133
H (-2.3935, -1.0381, -1.5606)  0.081
H (1.0108, -0.5768, 1.2098)  0.066
H (1.0115, 0.6821, -1.3493)  0.104

Atoms 1-6, force components in eV/Å:
N 0.638 0.077 0.017
C -0.290 -0.117 0.027
N 0.256 -0.307 -0.053
N -0.318 0.396 0.152
O 0.617 -1.184 -0.077
C -0.674 1.292 0.172

[2]
Entry from the OMol25 dataset: a structure of composition C23H27BrN3O8Re in a non-equilibrium geometry (the ωB97M-V functional and the def2-TZVPD basis).

Values from the calculation:
Kohn-Sham gap (alpha / beta) ... 0.262 / 0.268 Ha
Total charge ... +1
2S+1 ... 2
LUMO (alpha / beta) ... -4.56 / -4.14 eV
ΔE to the lowest compared entry with this formula, charge and spin ... 8.7 kcal/mol
E_HOMO (alpha / beta) ... -11.7 / -11.4 eV

Last column: Löwdin charge in e.
Geometry (Å):
Re (0.0919, 0.5594, -0.4012)  1.752
O (-1.9765, 3.8193, 0.9632)  0.161
C (-1.3500, 2.8020, 1.0698)  -0.531
O (-1.3640, 1.8237, 0.1772)  -0.217
C (-0.4631, 2.5375, 2.2984)  -0.082
C (-0.5106, 1.0549, 2.6975)  -0.221
C (0.1006, 0.8838, 4.0909)  -0.068
C (1.6123, 1.0563, 3.7933)  -0.068
C (1.6045, 1.3292, 2.2873)  -0.241
O (0.5133, 0.4652, 1.8432)  -0.182
C (1.0571, 2.7309, 2.0016)  -0.074
C (1.3236, 3.1680, 0.5276)  -0.556
O (1.5208, 4.3304, 0.2873)  0.140
O (1.2979, 2.2004, -0.3549)  -0.185
H (-0.8237, 3.1994, 3.0799)  0.166
H (-1.4650, 0.5586, 2.5403)  0.159
H (-0.1235, -0.1018, 4.4944)  0.123
H (-0.2860, 1.6297, 4.7812)  0.128
H (2.1650, 0.1432, 4.0084)  0.121
H (2.0667, 1.8773, 4.3421)  0.129
H (2.5210, 1.0833, 1.7623)  0.133
H (1.5071, 3.5017, 2.6203)  0.165
O (-1.2417, 2.8848, -6.0712)  0.134
C (-0.9733, 2.3706, -4.8796)  -0.292
C (-0.8748, 3.1152, -3.7060)  0.046
C (-0.5938, 2.4744, -2.5306)  -0.084
N (-0.4041, 1.1384, -2.4118)  -0.091
C (-0.5169, 0.4264, -3.5593)  -0.678
Br (-0.3847, -1.4422, -3.5500)  0.891
C (-0.7900, 0.9921, -4.7817)  -0.038
H (-1.3511, 3.8417, -6.0415)  0.136
H (-1.0165, 4.1877, -3.7067)  0.137
H (-0.5141, 3.0619, -1.6298)  0.108
H (-0.8785, 0.3747, -5.6628)  0.121
C (3.0742, -2.3427, -1.5354)  -0.027
C (2.7280, -1.2138, -0.5601)  -0.657
C (3.7516, -0.0843, -0.7033)  -0.011
C (2.7155, -1.7626, 0.8728)  -0.007
O (1.4381, -0.7184, -0.8965)  -0.337
H (4.0566, -2.7466, -1.2991)  0.094
H (3.0835, -1.9674, -2.5590)  0.089
H (2.3385, -3.1474, -1.4701)  0.083
H (4.7628, -0.4836, -0.6447)  0.100
H (3.6235, 0.6625, 0.0792)  0.066
H (3.6157, 0.4099, -1.6655)  0.099
H (3.6596, -2.2611, 1.0863)  0.102
H (1.9071, -2.4844, 0.9956)  0.087
H (2.5674, -0.9593, 1.5949)  0.058
N (-3.8951, -5.3444, 0.7665)  0.188
C (-4.0659, -4.0542, 1.1342)  -0.492
O (-4.9200, -3.6835, 1.9087)  0.092
C (-3.0990, -3.0477, 0.5567)  -0.098
C (-1.8263, -3.3488, 0.0894)  0.022
C (-0.9775, -2.3229, -0.2721)  -0.135
N (-1.3279, -1.0273, -0.2246)  -0.090
C (-2.5898, -0.7445, 0.1610)  -0.082
C (-3.4766, -1.7120, 0.5777)  0.038
H (-4.5501, -6.0165, 1.1311)  0.125
H (-3.2867, -5.6328, 0.0237)  0.100
H (-1.4659, -4.3656, 0.0217)  0.121
H (0.0224, -2.5285, -0.6148)  0.082
H (-2.8816, 0.2949, 0.1342)  0.114
H (-4.4622, -1.4450, 0.9325)  0.135

Atoms 1-6, force components in eV/Å:
Re 1.969 0.177 0.843
O -0.042 -0.389 -0.370
C 0.440 0.853 1.385
O 0.499 -1.447 -1.136
C -0.408 -0.186 -0.517
C -0.178 0.292 0.613

Copy entry 1 word for word.
Entry from the OMol25 dataset: a cluster of 2 separate species, C3H3N3O in total in a non-equilibrium geometry (the ωB97M-V functional and the def2-TZVPD basis).

Values from the calculation:
Kohn-Sham gap ... 0.323 Ha
LUMO ... 0.62 eV
ΔE to the lowest compared entry with this formula, charge and spin ... 104.2 kcal/mol
E_HOMO ... -8.2 eV

Last column: Löwdin charge in e.
Geometry (Å):
N (-2.0672, -0.3153, -0.9184)  0.151
C (-0.8492, -0.1785, -0.8765)  -0.186
N (1.2071, -0.8347, 0.2247)  -0.231
N (2.0074, -1.6819, -0.1048)  0.058
O (-0.4443, 2.4691, 2.0837)  0.061
C (0.0786, 1.4650, 2.0186)  0.030
C (0.4387, 0.0092, -0.7272)  -0.133
H (-2.3935, -1.0381, -1.5606)  0.081
H (1.0108, -0.5768, 1.2098)  0.066
H (1.0115, 0.6821, -1.3493)  0.104

Atoms 1-6, force components in eV/Å:
N 0.638 0.077 0.017
C -0.290 -0.117 0.027
N 0.256 -0.307 -0.053
N -0.318 0.396 0.152
O 0.617 -1.184 -0.077
C -0.674 1.292 0.172

Question: Which of these has the lowest ΔE to the lowest compared entry with this formula, charge and spin?
Answer: C23H27BrN3O8Re

Question: Which of these has the lowest ΔE to the lowest compared entry with this formula, charge and spin?
Answer: C23H27BrN3O8Re